Below is a 16-piece molecular cluster, C69H183N19O23 overall, with properties calculated with ωB97M-V/def2-TZVPD.

Summary:
Total charge: 0
Max |F|, eV Å⁻¹: 4.8
Lowest unoccupied orbital energy, eV: 0.52
E_tot, eV: -149911.889

XYZ file:
```
294
Properties=species:S:1:pos:R:3:forces:R:3:mulliken_charge:R:1
C 0.8789 -5.8795 -2.4970 -0.051 -1.163 -0.317 0.0619
O -0.0750 -5.2744 -2.0250 -0.498 0.403 0.697 -0.0052
N 1.9654 -5.2538 -2.9516 2.103 0.113 -1.126 0.2003
N 0.8763 -7.2466 -2.5796 -0.222 -0.821 0.122 -0.2467
H 2.0117 -4.2293 -3.0484 -0.612 -0.067 0.161 -0.1599
H 2.7525 -5.7420 -3.4095 -1.038 0.226 0.659 0.1869
H 0.1746 -7.8039 -2.0647 0.390 0.682 -0.339 0.1553
H 1.5482 -7.7586 -3.1376 -0.135 0.347 0.271 0.1633
C -0.9561 1.0620 -1.1094 1.396 -0.741 0.623 -0.5224
O -0.5318 0.1164 -1.7842 -0.674 0.102 -1.325 -0.3455
N -1.3311 2.2866 -1.6309 0.187 -0.215 1.496 1.2369
N -0.9206 0.9075 0.2227 0.432 -2.028 0.264 2.4338
H -1.8172 2.8714 -0.9291 -0.114 -0.376 -0.900 -0.7839
H -1.7889 2.1512 -2.5058 -0.296 0.260 -0.546 -0.0098
H -1.0614 1.6210 0.8560 -0.602 1.958 1.170 -0.3896
H -0.6240 -0.0041 0.6527 -0.207 0.871 -1.110 -1.2685
C 0.0231 -2.6776 0.3810 -2.506 2.342 -3.424 -0.0684
O -0.2127 -1.7557 1.1704 0.359 -0.517 0.596 -0.6342
N 0.8140 -3.7105 0.5827 0.956 -3.164 2.297 1.3076
N -0.5476 -2.6781 -0.9140 0.612 1.053 1.702 0.9084
H 0.7739 -4.5067 -0.0993 -0.237 1.174 0.893 -0.4697
H 0.7179 -3.9992 1.5884 0.683 -0.046 -1.202 -0.1525
H -0.7870 -1.7283 -1.2623 0.415 -0.851 0.108 -0.2893
H -0.0608 -3.3438 -1.4947 -0.541 0.006 -0.712 -0.7057
C -2.0258 2.6343 -6.0980 1.033 -0.380 -1.598 -0.7525
C -1.1929 3.3298 -7.2123 0.306 0.194 2.240 0.0085
C -1.4240 4.8607 -7.1727 -0.876 0.607 -1.476 0.0347
O -2.7285 5.2956 -7.6459 0.054 -0.880 0.674 -0.4296
C -3.1516 6.5911 -7.2632 -0.944 -0.342 -0.629 -0.5796
N 0.2524 3.1684 -6.9120 -1.169 -1.688 0.864 -0.3330
H -2.0192 1.5367 -6.2795 0.324 0.586 0.657 0.3571
H -3.0193 2.9292 -6.3354 -1.177 0.383 0.518 0.5529
H -1.6467 2.9628 -5.1123 -0.401 -0.386 -0.422 -0.3306
H -1.3756 2.8923 -8.1781 -0.732 0.159 -0.556 0.6421
H -0.7803 5.2602 -7.9535 0.819 0.345 0.285 0.5288
H -1.2279 5.3345 -6.1981 0.084 -0.580 -0.238 -0.6379
H -4.2162 6.6658 -7.5394 0.232 -0.301 0.196 0.2579
H -2.7114 7.3960 -7.8514 0.696 0.033 0.169 0.3137
H -3.0987 6.7706 -6.1926 0.374 0.048 0.216 0.1605
H 0.6962 3.8359 -7.4646 1.524 1.039 -1.113 0.1863
H 0.5829 2.2212 -7.1876 -0.266 1.118 0.307 0.0155
C 3.6431 -0.6104 1.9819 -0.265 -0.666 2.356 -0.9314
C 2.8918 -0.2233 3.3045 0.657 -1.338 -0.770 2.0002
C 3.8286 -0.1352 4.5178 -0.662 -0.235 -1.244 -1.2899
O 4.4342 -1.4084 4.6056 0.537 -0.299 1.252 -0.0633
C 5.1277 -1.5529 5.8639 0.569 0.836 -1.669 -0.9035
N 2.1632 0.9693 3.0275 -1.839 1.001 -1.678 0.3494
H 4.2483 -1.4823 2.1983 0.280 -0.213 -0.173 0.3653
H 4.2430 0.1788 1.5943 0.415 0.729 -0.231 -0.1822
H 2.8906 -0.8859 1.2870 -0.643 -0.195 -0.816 -0.1015
H 2.1645 -1.0459 3.4932 0.647 0.197 0.145 -0.7049
H 3.1870 0.0121 5.3900 0.208 0.491 0.297 0.6137
H 4.6008 0.6544 4.3730 -0.538 -0.227 0.298 0.3257
H 5.3524 -0.5523 6.2488 0.191 -0.204 0.117 0.3838
H 6.0561 -2.0791 5.6382 0.023 -0.021 0.224 0.1208
H 4.5683 -2.0875 6.5928 -0.746 -0.561 0.585 0.3074
H 1.2077 0.9505 3.4578 1.051 -0.003 -0.415 -0.1213
H 1.9717 0.8624 1.9812 0.038 0.910 1.792 -0.4757
C -3.5596 8.0312 0.4274 -0.567 1.426 2.602 -1.2341
C -2.2508 8.0805 1.2784 0.482 0.770 -0.520 1.1985
C -1.0880 7.9715 0.3212 0.047 -0.574 -0.926 -0.4980
O 0.1621 7.9467 0.9995 -0.138 1.188 -0.524 -0.1645
C 1.2495 8.7705 0.5223 0.350 -0.938 -0.219 -0.6982
N -2.0466 9.2931 2.1140 -0.914 -0.793 -0.551 -0.7048
H -3.6999 7.0568 0.0233 -0.299 -0.652 -0.591 0.1152
H -3.6742 8.8412 -0.2909 0.638 -0.179 -0.463 0.4014
H -4.4157 8.2925 1.1207 0.682 -0.787 -0.515 0.3537
H -2.1757 7.2276 1.9509 -0.379 -0.106 0.140 -0.2820
H -1.2739 8.7196 -0.4927 0.928 0.029 0.695 0.5732
H -1.1947 7.0057 -0.2162 0.060 0.178 0.110 -0.1516
H 2.0969 8.3962 1.1093 -0.014 0.105 -0.342 0.2083
H 1.2493 9.8548 0.6549 -0.975 0.065 0.538 0.2733
H 1.4475 8.6183 -0.5472 -0.087 -0.264 0.318 0.2305
H -1.9001 10.0812 1.4929 0.059 0.152 -0.047 0.2720
H -2.9621 9.4379 2.5222 0.019 0.436 0.441 0.3119
C -3.4182 -0.2408 3.5689 0.433 -0.761 0.336 -1.7721
C -2.2709 0.7917 3.4813 -1.342 0.032 -0.802 2.3704
C -2.5023 1.8592 4.5154 -0.073 -1.221 1.485 -0.8835
O -3.7658 2.4466 4.2513 1.057 -0.362 -0.970 -0.2598
C -4.0487 3.4965 5.0951 -0.745 -1.034 2.011 -1.0048
N -0.9628 0.1954 3.5461 0.715 0.192 2.278 1.5874
H -3.1475 -1.2069 3.1021 -0.107 0.579 -0.159 0.5123
H -4.3685 0.1022 3.2126 -0.399 0.349 -0.672 0.3116
H -3.6600 -0.5008 4.6060 0.431 0.112 0.239 0.3124
H -2.3745 1.4161 2.5762 0.186 -0.788 -0.280 -1.8318
H -1.6718 2.5573 4.5357 0.061 0.538 -0.170 0.3664
H -2.5224 1.3427 5.5196 -0.057 0.586 -0.428 0.5175
H -3.3611 4.3015 5.1149 1.358 0.688 -0.128 0.3991
H -4.1535 3.0820 6.1376 0.005 0.649 -0.593 0.2822
H -4.9647 3.9337 4.7930 -1.171 0.216 -0.255 0.3266
H -0.8198 -0.5221 2.8706 -0.071 -0.557 -0.879 -0.6975
H -0.8318 -0.3159 4.4570 -0.197 0.665 -1.044 -0.7476
C 0.0282 6.6683 -3.9300 0.380 0.098 0.141 -1.0360
C 1.1766 5.7540 -3.4695 1.040 -0.445 -1.127 0.5192
C 1.6819 6.1381 -2.0986 0.675 -0.065 1.437 1.7045
O 2.4789 7.3267 -1.9893 -0.793 -0.631 -0.114 -0.3189
C 3.8484 7.1429 -2.2046 -0.107 0.370 -2.290 -0.7693
N 0.7730 4.3201 -3.4130 0.688 1.057 0.132 0.4795
H -0.7243 6.4043 -3.2026 -0.941 -0.102 -0.035 0.2430
H -0.3000 6.3835 -4.9661 0.321 0.764 1.100 -0.0019
H 0.1809 7.7653 -3.7323 0.242 -0.969 -0.764 0.3978
H 2.0752 5.8051 -4.1426 -0.834 0.014 0.260 0.3502
H 2.2181 5.2961 -1.6097 0.025 0.232 -0.637 -0.8060
H 0.8665 6.3095 -1.4048 -0.627 0.195 0.024 -0.8772
H 4.3814 7.9183 -1.6528 0.133 -0.164 -0.313 0.2994
H 4.0470 7.1255 -3.3190 0.126 0.881 0.854 0.2619
H 4.1906 6.1605 -1.9993 0.262 -1.103 1.235 0.2821
H 0.4384 3.9642 -4.2979 0.043 0.080 -0.305 -0.1602
H 0.0348 4.2302 -2.7379 -0.431 -0.321 0.308 -0.5183
C 3.5602 -2.2966 -1.1315 -3.263 -0.669 0.185 -0.9174
C 3.4907 -2.2363 -2.6445 1.448 0.230 -0.183 1.6851
C 4.3593 -3.3996 -3.1999 1.705 0.701 -2.364 -1.3019
O 5.7490 -3.0032 -3.3834 -0.338 0.321 -0.056 -0.4942
C 6.6062 -3.4846 -2.3934 0.126 1.215 0.920 -0.5771
N 2.0984 -2.2878 -3.0671 0.789 -0.681 0.603 1.5436
H 2.9420 -1.4515 -0.7323 0.522 -0.773 -0.080 -1.1532
H 4.5052 -2.2597 -0.7118 2.049 0.446 0.521 1.3762
H 3.1335 -3.2811 -0.7633 0.090 1.085 -0.370 -0.5653
H 4.0582 -1.2943 -2.8870 -0.691 -0.583 -0.427 0.0225
H 4.2009 -3.7709 -4.2757 -1.002 0.409 1.683 0.2411
H 4.4518 -4.1778 -2.4826 -0.797 -1.187 0.441 0.6068
H 7.5865 -3.0430 -2.5437 0.023 0.315 0.059 0.3270
H 6.7771 -4.5300 -2.3457 -0.210 -1.484 -0.559 0.3320
H 6.2178 -3.2351 -1.3979 0.313 0.239 0.044 0.1414
H 1.9315 -1.9729 -4.0325 -0.348 0.361 0.708 -0.3384
H 1.5207 -1.9813 -2.2740 -0.128 0.328 -1.231 -0.8981
C 9.6221 -5.6334 5.9213 -0.971 -2.190 0.357 -0.5581
O 9.4173 -6.3842 4.7246 0.537 0.267 -0.501 -0.4014
C 8.0441 -6.5907 4.4072 0.773 1.110 0.329 -0.4535
C 7.4280 -5.3064 3.8234 0.064 -0.157 0.425 -0.2637
N 6.1432 -5.6157 3.2261 0.545 -1.859 1.305 -0.0801
C 5.5107 -4.6283 2.4455 -0.199 0.379 -1.170 -0.9874
C 4.2263 -5.1481 1.8349 1.643 -0.531 -1.250 0.6453
O 4.5990 -6.2618 0.9937 -0.604 0.708 -0.832 -0.5436
C 3.4944 -6.9381 0.4182 0.169 0.022 0.075 -0.5417
H 10.7073 -5.5905 6.0602 -0.399 0.437 0.058 0.2486
H 9.1585 -6.2648 6.7593 0.682 0.954 -0.614 0.2374
H 9.0782 -4.6940 5.8851 0.455 0.390 0.111 0.2543
H 7.6378 -6.8418 5.3874 -1.001 -0.517 -0.259 0.3306
H 7.9690 -7.3585 3.6354 0.032 -0.185 0.413 0.3077
H 8.1361 -4.9587 3.0704 -0.126 0.136 -0.108 0.3681
H 7.3634 -4.5459 4.6338 0.000 -0.027 -0.465 -0.1048
H 5.5237 -5.8503 4.0081 0.094 -0.114 -0.441 0.2162
H 6.1456 -4.3052 1.6238 0.338 0.130 0.035 0.4729
H 5.2967 -3.8201 3.0934 -0.563 1.741 0.282 0.2346
H 3.6825 -4.3408 1.2935 -0.019 -0.680 0.474 -0.0052
H 3.7599 -5.6478 2.6276 -1.893 -0.067 1.363 -0.0240
H 3.9132 -7.7484 -0.1879 -0.177 -0.245 0.571 0.3658
H 2.8890 -6.3859 -0.2925 0.097 0.928 -0.300 0.0908
H 2.7496 -7.2422 1.1714 0.440 -0.462 0.091 0.2532
C -1.3436 -4.3377 -4.8692 0.380 -1.807 -1.587 -0.6179
O -0.9468 -3.2284 -5.6799 0.434 0.779 0.404 -0.4807
C -0.8679 -1.9693 -4.9802 -1.723 -0.280 1.840 0.4784
C -0.1263 -0.8208 -5.6049 2.438 -1.171 -1.204 -0.1251
N 1.2933 -1.2616 -5.9290 -0.650 -1.677 0.104 -0.2922
C 2.1126 -0.2605 -6.5740 1.038 0.808 0.676 -1.3178
C 2.8536 0.6800 -5.5584 -0.822 -0.990 0.729 0.7482
O 3.4116 1.8084 -6.1492 0.716 0.834 -0.569 -0.5296
C 4.1186 2.5896 -5.1804 -1.233 1.266 -0.399 -0.3712
H -2.1091 -4.9251 -5.4183 0.236 0.550 0.015 0.4085
H -1.7690 -4.1679 -3.9113 -0.174 0.978 0.920 0.2978
H -0.5261 -5.0943 -4.7244 -0.229 1.020 -0.113 0.0772
H -0.3689 -2.1247 -3.9743 -0.824 -0.013 -0.902 -0.5659
H -1.9510 -1.5861 -4.8376 1.509 -0.599 0.206 0.2431
H 0.0069 -0.0773 -4.8099 -0.651 0.255 -0.449 -0.1217
H -0.5619 -0.4848 -6.5614 -0.277 0.361 0.535 0.4807
H 1.2239 -2.1501 -6.4850 0.190 1.351 0.653 0.2373
H 1.4827 0.3217 -7.2004 -0.522 1.007 -0.872 0.2952
H 2.9042 -0.6534 -7.2170 -0.278 -0.472 0.067 0.3471
H 3.6681 0.1042 -5.0954 -0.238 -0.206 0.181 0.3666
H 2.1526 1.0064 -4.7539 0.231 -0.311 -0.280 -0.2545
H 4.3663 3.6119 -5.5701 -0.579 -0.954 -0.045 0.2667
H 5.0528 2.1964 -4.8527 0.774 -0.971 0.101 0.3625
H 3.4596 2.6978 -4.3106 0.147 0.227 0.078 -0.0641
C 2.3307 1.8240 -1.2336 1.264 -1.532 0.814 0.4577
O 3.0419 1.9565 -0.0001 0.175 0.476 0.314 0.4849
C 4.0033 3.0159 -0.0739 -1.497 0.703 -0.481 0.6126
C 4.6682 3.2837 1.2840 1.499 -1.596 -2.147 -1.8765
N 3.8899 3.7386 2.3282 -1.533 2.123 0.963 0.1512
C 3.2297 5.0563 2.0739 0.234 -0.538 1.411 0.3141
C 2.4888 5.4136 3.3884 1.080 -1.480 0.936 -0.8067
O 3.4055 5.6216 4.4972 -0.501 0.722 -0.721 -0.4476
C 3.3006 4.7373 5.5978 0.141 -1.355 -0.797 -0.2691
H 3.1077 1.6140 -1.9694 -0.181 0.142 -0.670 0.4613
H 1.7957 2.7126 -1.4659 -0.635 0.730 -0.387 0.2434
H 1.6958 0.9233 -1.1762 0.057 0.594 0.089 -1.0408
H 3.4556 3.9641 -0.3688 0.372 -0.730 0.189 -0.9456
H 4.6829 2.8323 -0.9302 0.213 -0.108 0.577 0.5000
H 5.4036 4.0389 1.0860 0.718 0.568 -0.280 0.6061
H 5.2596 2.3933 1.5551 -0.321 0.099 0.171 0.3104
H 3.2066 3.0749 2.6372 -0.426 -0.639 0.113 0.1273
H 2.4678 5.0322 1.2815 0.098 0.008 -0.093 -0.4129
H 4.0032 5.8110 1.7958 -0.507 -0.467 0.310 0.4989
H 1.8583 4.5540 3.6763 0.118 -0.023 -0.312 0.1734
H 1.8007 6.2234 3.3049 -0.220 1.062 -0.205 0.5799
H 3.4330 3.6545 5.1400 -0.326 1.764 1.397 0.0074
H 2.3025 4.8390 6.1524 1.285 -0.198 -0.651 0.2006
H 4.1731 5.0011 6.2669 -1.123 -0.478 -0.603 0.2479
C 0.9250 -5.9147 4.1485 0.320 -1.322 -2.167 -0.5624
O 0.6428 -4.6552 3.6033 -0.531 0.980 0.142 -0.1037
C 1.4188 -3.5731 4.1179 1.566 -1.419 1.179 0.9908
C 1.1072 -3.1033 5.5416 0.684 0.680 0.176 -0.4757
N -0.1620 -2.4370 5.5623 -0.515 0.539 0.615 0.1923
C -0.6673 -1.9901 6.8613 0.912 1.211 -0.034 -1.0984
C 0.1765 -0.7552 7.4134 -0.390 -1.318 -0.648 -0.0577
O -0.6633 -0.0422 8.2511 -0.708 0.631 0.437 -0.4212
C -0.1739 1.2500 8.6076 -0.118 -0.659 -0.899 -0.6526
H 0.9752 -5.9192 5.2330 -0.390 -0.210 0.129 0.3016
H 1.9076 -6.2570 3.7294 -0.364 0.190 0.625 0.1149
H 0.1868 -6.6397 3.6435 0.770 1.045 1.398 0.0883
H 1.2390 -2.7132 3.5001 -0.013 0.110 -0.630 -1.0095
H 2.5205 -3.8802 4.1133 -1.163 0.523 -0.276 -0.0189
H 1.8561 -2.2997 5.6953 0.069 -0.454 0.087 0.0077
H 1.2633 -3.8181 6.3892 -0.176 -0.020 -0.703 0.4176
H -0.8504 -2.9288 5.0333 -0.490 -0.436 -0.152 0.1483
H -0.6692 -2.7702 7.6369 -0.100 -0.023 -0.127 0.4128
H -1.6889 -1.6009 6.7168 0.356 -0.250 0.136 0.3561
H 0.4787 -0.1135 6.5964 0.157 0.096 -0.706 0.0867
H 1.1037 -1.0647 7.9318 -0.229 -0.095 -0.006 0.4169
H 0.8308 1.0759 9.0142 -0.154 0.706 0.283 0.3283
H -0.9230 1.6150 9.3002 0.374 0.274 0.400 0.2695
H -0.1355 1.9618 7.7348 0.100 -0.749 0.558 0.1944
C 0.0837 -8.9813 0.5215 -1.375 -0.834 -2.087 -0.5017
O -0.7742 -8.7687 -0.6488 0.084 -0.549 1.026 -0.4043
C -2.1915 -8.9294 -0.3783 1.818 -1.398 -0.537 -0.6079
C -2.8702 -8.3417 -1.5730 -1.477 -0.068 0.437 -0.9519
N -2.8037 -6.9374 -1.6810 -0.055 3.605 0.316 -0.0097
C -3.0875 -6.0160 -0.5188 -0.082 -1.035 -0.121 0.4090
C -4.5888 -5.7748 -0.2907 -0.505 -0.084 0.023 -0.6218
O -4.7998 -5.0399 0.9630 -0.025 -0.285 -1.454 -0.2719
C -6.1298 -4.5355 1.0943 0.142 -0.963 -0.449 -0.4739
H 0.0196 -10.0448 0.8206 -0.036 0.523 0.197 0.3292
H -0.2411 -8.2947 1.2837 0.252 0.215 0.588 0.1533
H 1.0599 -8.8037 0.1076 0.579 0.306 0.395 0.1420
H -2.3574 -8.4611 0.5643 -0.681 0.565 0.688 0.4974
H -2.4562 -10.0108 -0.2690 0.289 0.573 -0.107 0.3291
H -3.9621 -8.6178 -1.5124 0.922 -0.236 -0.363 0.3290
H -2.3798 -8.7310 -2.4674 -0.405 -0.397 0.017 0.4256
H -2.0275 -6.5058 -2.1931 -0.268 -0.850 0.386 0.0997
H -2.6360 -5.0414 -0.7586 0.190 -0.478 0.304 -0.0822
H -2.6768 -6.4540 0.4293 -0.098 0.720 -0.599 -0.0487
H -5.1204 -6.7429 -0.2675 0.088 0.101 0.385 0.2823
H -5.0257 -5.2873 -1.1993 0.329 0.280 0.840 0.2034
H -6.1942 -3.8180 1.8903 0.382 0.253 0.542 0.2831
H -6.8351 -5.3514 1.3215 0.097 0.107 -0.112 0.3109
H -6.4609 -4.0288 0.1936 -0.036 0.050 -0.363 0.0783
C -4.7099 5.0597 -3.9773 0.806 -1.852 -2.613 -0.7022
O -5.0232 4.6473 -2.6923 0.071 -0.925 -0.651 -0.3764
C -4.9506 3.2099 -2.5742 -0.793 0.184 -0.084 -0.3776
C -5.0484 3.0230 -1.0857 -1.868 -0.978 -0.300 0.3781
N -3.8959 3.6374 -0.4938 0.186 -1.205 1.054 0.4628
C -3.9363 3.6425 0.9697 -0.915 0.558 -0.198 -0.7431
C -2.6843 4.2556 1.5046 -0.954 2.879 0.746 0.0296
O -1.5321 3.5531 1.2639 1.236 0.077 0.266 0.7337
C -0.3561 4.4463 1.2974 -0.812 -2.922 -1.641 -0.8752
H -4.4424 6.0759 -3.9945 -0.115 1.569 0.252 0.4095
H -5.5582 4.8769 -4.7536 1.333 0.146 1.262 0.2167
H -3.7176 4.5554 -4.3816 -1.908 0.496 0.668 0.1588
H -3.9761 2.8449 -2.9467 -0.281 0.204 0.001 -0.2149
H -5.7770 2.6633 -3.1404 0.844 0.887 0.609 0.4669
H -5.1393 1.9241 -0.8853 0.135 1.210 0.011 -0.6077
H -6.0455 3.4913 -0.7724 1.092 -0.452 -0.115 0.2597
H -3.8567 4.5736 -0.8363 0.091 0.735 -0.142 0.1440
H -4.0854 2.6428 1.3820 -0.044 -0.092 -0.198 -0.1223
H -4.8106 4.2797 1.3076 0.743 -0.611 0.048 0.7283
H -2.8352 4.5402 2.5936 0.289 -0.548 -0.831 -0.1025
H -2.5842 5.2597 0.9817 -0.245 -0.754 0.418 -0.6026
H 0.0174 4.3537 0.2624 0.256 0.662 0.473 -0.0824
H 0.3330 4.0032 1.9727 0.759 -0.302 0.580 0.1064
H -0.6234 5.4062 1.6078 -0.298 1.591 0.249 0.6702
C -3.8786 -0.0580 -0.4806 0.279 0.623 1.281 0.1125
O -5.2212 -0.5330 -0.7480 1.471 1.195 0.273 -0.3712
C -6.0494 -0.3341 0.3715 -0.067 1.876 1.212 0.1618
C -7.3902 -0.8353 0.0101 0.155 -1.133 -0.170 -0.6219
N -8.1103 -0.0399 -0.9876 -0.326 -0.387 -0.045 -0.2975
C -9.3014 -0.7452 -1.5452 1.593 0.976 1.312 -0.9758
C -8.9502 -1.8463 -2.4578 -0.896 -1.026 -2.995 -0.4918
O -8.4447 -2.9690 -1.8317 0.555 -1.225 1.132 -0.2015
C -8.2221 -4.0891 -2.6787 -0.697 1.247 -1.270 -0.7877
H -3.2292 -0.2814 -1.3390 -0.426 0.118 0.193 -0.0237
H -3.4501 -0.5672 0.4244 -0.390 0.103 -0.759 0.1167
H -3.8066 1.0735 -0.1977 -0.219 -2.074 -0.727 -0.2866
H -6.1966 0.7662 0.6720 0.851 -1.065 -0.404 0.0634
H -5.6663 -0.8991 1.2630 -0.172 0.439 -0.630 0.1397
H -7.9722 -0.9335 0.9187 -0.401 0.120 0.130 0.3034
H -7.0715 -1.8468 -0.2708 -1.016 -0.248 -0.536 0.2549
H -7.5098 0.1510 -1.7899 0.132 -0.049 0.390 0.1914
H -9.9326 -0.0060 -2.0224 -0.077 0.065 -0.368 0.4159
H -9.8814 -1.1647 -0.7280 -0.055 -0.025 0.248 0.3537
H -8.3111 -1.6265 -3.3656 -0.191 0.537 0.977 0.3785
H -9.9104 -2.1129 -2.9312 -0.157 -0.230 -0.157 0.4413
H -9.1677 -4.3581 -3.2136 0.530 0.159 0.282 0.3280
H -7.9189 -4.9461 -2.1025 0.312 -0.045 0.354 0.2089
H -7.4676 -3.8058 -3.4566 -0.361 -0.457 0.533 0.3320
```
Positions in Å, forces in eV/Å.